Formula: C2H2HgLiO6
Source: OMol25
Level of theory: wB97M-V/def2-TZVPD

The value obtained for the largest force on an atom is 3.4 eV Å⁻¹. The LUMO energy (alpha / beta) comes out at -0.149 / -2.173 eV. The calculation puts the energy above the lowest of the compared OMol25 structures with the same formula, charge and spin at 0.0 kcal/mol. As for the total charge: 0. The spin multiplicity is 2. Its HOMO energy (alpha / beta) is -8.36 / -8.33 eV.

Cartesian coordinates (Å):
O (2.7638, 0.5171, -2.3702)
C (-1.7985, -0.8656, 1.5232)
O (-2.8478, -0.3782, 2.0607)
H (3.0824, 1.4058, -2.5748)
Li (-2.7426, -1.8917, 3.2701)
H (0.3327, -0.4592, -0.7208)
O (1.1663, -0.5606, -1.3730)
O (-1.1530, -1.7667, 2.1568)
C (1.6720, 0.5960, -1.6268)
O (-1.2288, -0.2256, 0.5470)
Hg (-0.4942, 1.9545, 0.3141)
O (1.2477, 1.6742, -1.2062)

***

Formula: C5H15NO2
Source: OMol25
Level of theory: wB97M-V/def2-TZVPD

The value obtained for the largest force on an atom is 2.4 eV Å⁻¹. The LUMO energy (alpha / beta) comes out at -3.967 / -7.153 eV. The calculation puts the energy above the lowest of the compared OMol25 structures with the same formula, charge and spin at 13.3 kcal/mol. As for the total charge: +1. The spin multiplicity is 2. Its HOMO energy (alpha / beta) is -14.36 / -15.12 eV.

Cartesian coordinates (Å):
H (1.5992, 1.5076, 0.1152)
H (2.3920, -0.7747, 0.6161)
O (-2.8732, 0.7417, 1.1728)
C (-0.8395, 0.2940, -2.0025)
H (0.6169, 0.6498, 1.6657)
H (-1.8883, 0.4507, -1.7173)
C (-0.0907, -0.5387, 0.2210)
H (-0.3991, -2.5990, 0.6059)
H (-1.8781, -1.6582, 0.7125)
H (-0.7930, -0.6712, -2.5049)
H (-1.2403, -2.0314, -0.8377)
H (-2.5822, 1.3955, 0.5256)
H (1.6252, 1.5238, -1.6421)
C (-0.9378, -1.7573, 0.1676)
C (0.0061, 0.4270, -0.7945)
N (0.4578, -0.3265, 1.4177)
H (-0.6420, 1.0733, -2.7314)
C (0.9743, 1.5558, -0.7716)
O (3.2322, -0.4272, 0.2893)
H (3.4180, -1.0376, -0.4329)
H (-0.1052, -0.6545, 2.2001)
H (-2.0615, 0.3864, 1.5450)
H (0.4222, 2.4987, -0.7289)

***

Formula: C4H8N2O
Source: OMol25
Level of theory: wB97M-V/def2-TZVPD

The value obtained for the largest force on an atom is 0.8 eV Å⁻¹. The LUMO energy comes out at 0.620 eV. The calculation puts the energy above the lowest of the compared OMol25 structures with the same formula, charge and spin at 66.8 kcal/mol. As for the total charge: 0. The spin multiplicity is 1. Its HOMO energy is -7.33 eV.

Cartesian coordinates (Å):
H (0.7849, -0.6693, -1.3743)
H (-0.6917, 1.6579, 0.7682)
C (-0.7283, 0.7967, 0.0986)
N (0.7613, 0.2621, -1.7699)
H (-1.5715, -1.7357, 0.0226)
H (-1.7792, 0.5937, -0.1360)
C (0.7177, -0.1912, 1.7621)
N (-0.1735, -0.3880, 0.7992)
H (1.2221, 0.4860, -2.6396)
C (-0.5499, -1.6081, 0.3474)
H (1.2624, 0.7350, 1.8385)
H (0.0196, -2.4629, 0.7039)
C (-0.0192, 1.2061, -1.2021)
O (-0.1966, 2.3301, -1.6505)
H (0.9419, -1.0125, 2.4318)

***

Formula: C17H21BHgN6O3S
Source: OMol25
Level of theory: wB97M-V/def2-TZVPD

The value obtained for the largest force on an atom is 1.9 eV Å⁻¹. The LUMO energy comes out at -0.493 eV. The calculation puts the energy above the lowest of the compared OMol25 structures with the same formula, charge and spin at 0.0 kcal/mol. As for the total charge: 0. The spin multiplicity is 1. Its HOMO energy is -8.78 eV.

Cartesian coordinates (Å):
C (-3.6233, -0.7335, -4.0794)
O (1.3975, -1.7434, 1.6812)
C (0.8017, 3.0436, -1.9993)
H (1.1144, -2.0237, 4.4770)
C (-0.6239, 1.0686, 7.5043)
H (0.0944, 0.8228, 8.3116)
H (-1.4986, -2.9651, 1.6713)
C (-2.5020, -0.4003, -4.8105)
C (2.3390, -2.4741, -3.3841)
C (-3.2202, -0.6791, -2.7269)
C (1.1027, -0.0383, 3.7076)
H (-0.7130, -2.0361, 0.3118)
N (0.3644, 1.7944, -2.2884)
C (0.1421, 1.6777, 5.1322)
H (-2.3316, -2.7039, 0.0429)
Hg (0.7471, 0.2729, -0.5807)
C (0.8641, -0.9952, 4.6989)
B (-0.0486, 0.2802, -4.2779)
C (1.6331, -1.7428, -4.3188)
H (1.6608, -1.7437, -5.3731)
O (1.4158, 0.7429, 1.3565)
C (0.6455, 2.8655, -4.2182)
H (3.0701, -3.2130, -3.5614)
H (0.1091, -1.3814, 6.6904)
N (-1.9271, -0.3346, -2.6748)
H (-1.5252, 0.4528, 7.6769)
C (0.3079, -0.6179, 5.9245)
H (-3.8391, -0.8700, -1.8688)
C (-0.0322, 0.7262, 6.1597)
O (3.3866, -0.3977, 2.2617)
C (1.9610, -2.0129, -2.1361)
N (0.3062, 1.6737, -3.6591)
H (-4.5792, -0.9631, -4.4551)
N (-1.5042, -0.1342, -3.9525)
H (0.8631, 1.9787, 3.0970)
S (1.9286, -0.4850, 2.1653)
H (1.3375, 4.7791, -3.2659)
H (2.2820, -2.2670, -1.1354)
N (0.8680, -0.8477, -3.6827)
H (-2.3473, -0.3299, -5.8603)
C (0.9823, 3.7593, -3.1935)
H (-2.1466, -1.3068, 1.1570)
H (0.1111, 0.3248, -5.4566)
H (-0.9076, 2.1321, 7.5663)
C (-1.6897, -2.2476, 0.8232)
N (1.0375, -1.0439, -2.3412)
H (-0.1853, 2.7230, 5.2503)
C (0.7137, 1.2824, 3.9200)
H (0.6711, 2.9920, -5.3073)
H (0.9865, 3.3394, -0.9795)

***

Formula: C23H24N4O3S
Source: OMol25
Level of theory: wB97M-V/def2-TZVPD

The value obtained for the largest force on an atom is 1.7 eV Å⁻¹. Its structure (SMILES) is COc1ccc(N(C(=O)c2csnn2)[C@H](C(=O)NC2CCCC2)c2ccccc2)cc1. The LUMO energy comes out at 0.032 eV. The calculation puts the energy above the lowest of the compared OMol25 structures with the same formula, charge and spin at 56.2 kcal/mol. As for the total charge: 0. The spin multiplicity is 1. Its HOMO energy is -8.45 eV.

Cartesian coordinates (Å):
H (2.1260, 1.7484, 1.8086)
N (2.3599, -0.8200, -1.2613)
H (1.4316, -1.2111, -1.3129)
C (1.1653, 1.1942, -0.6716)
C (-1.8489, 1.6423, -0.7137)
H (-1.3963, 2.5513, -0.3505)
H (4.2503, -2.7272, -3.0726)
H (2.9975, -2.1791, 0.8118)
H (4.3801, -3.0819, 0.1718)
C (-3.0163, -0.7132, -1.6149)
C (-1.7557, -0.7319, -1.0453)
C (2.9741, -4.0985, -1.9559)
O (-4.9364, 0.6299, -2.2864)
C (-1.1696, 0.4361, -0.5783)
H (2.4139, 3.9535, 2.8593)
C (2.0212, 3.8842, 1.8557)
H (-5.0881, -1.0239, -3.5337)
H (-1.2298, -1.6728, -0.9527)
H (0.9591, 5.8355, -0.6862)
C (1.2075, 4.9414, -0.1331)
N (-2.7991, -1.0069, 2.5374)
C (-3.7014, 0.4908, -1.7420)
C (2.4919, -3.8536, -0.5261)
H (-6.5848, -0.1728, -3.0818)
H (3.8676, -4.7232, -1.9316)
H (4.3626, -1.1813, -1.2854)
C (-0.7400, -0.9524, 1.7847)
C (-3.0975, 1.6675, -1.2914)
H (2.5831, -4.7404, 0.0995)
C (1.6958, 5.0350, 1.1587)
H (-3.4479, -1.6404, -1.9566)
C (-5.6199, -0.5224, -2.7185)
H (2.5399, -2.3332, -3.1633)
C (1.0392, 3.7003, -0.7207)
S (-2.1968, -2.4089, 3.2051)
C (3.3236, -2.7049, -2.5024)
H (1.8289, 6.0039, 1.6175)
H (0.6636, 3.6320, -1.7329)
H (-3.6413, 2.5924, -1.3963)
C (1.3544, 2.5422, -0.0214)
H (0.1668, -2.7739, 2.6401)
N (0.1288, 0.3958, -0.0105)
C (0.4195, -0.3395, 1.0851)
H (-5.7770, -1.2272, -1.8961)
H (0.8287, 1.3394, -1.7065)
H (1.4438, -3.5441, -0.5242)
C (1.8537, 2.6417, 1.2706)
O (3.5725, 0.9450, -0.5309)
C (3.3827, -2.7077, -0.0583)
N (-1.9603, -0.3826, 1.8534)
H (2.2272, -4.6044, -2.5666)
C (-0.6724, -2.1234, 2.5088)
C (2.5076, 0.4252, -0.7574)
O (1.5512, -0.5185, 1.5020)
C (3.4484, -1.7774, -1.2788)

***

Formula: C21H30GdN2Si
Source: OMol25
Level of theory: wB97M-V/def2-TZVPD

The value obtained for the largest force on an atom is 4.1 eV Å⁻¹. The LUMO energy (alpha / beta) comes out at -3.681 / -3.269 eV. As for the total charge: +1. The spin multiplicity is 8. Its HOMO energy (alpha / beta) is -10.11 / -9.76 eV.

Cartesian coordinates (Å):
C (-6.3255, -0.2519, 2.5049)
C (2.4409, 1.6506, 0.9762)
H (-5.2707, 3.3696, -3.4611)
C (-6.8002, 0.7137, -1.0363)
H (-3.8657, 2.3264, -1.6707)
H (1.8655, 0.4287, -2.1563)
H (-3.2412, 2.1455, 3.1855)
H (-6.3940, 0.8105, 2.7793)
C (-7.0642, 2.2164, -2.9215)
C (-5.5959, -0.7611, 1.3709)
H (-7.8026, -3.1922, 3.5187)
C (-5.3908, 0.8716, -1.0400)
Gd (-1.1961, 0.3376, 0.1188)
C (-1.1796, -0.9926, -2.0318)
N (0.6347, -0.4074, 1.7499)
C (2.2547, 1.4155, 2.4767)
H (0.0627, -1.1883, 2.0871)
H (1.6803, -0.2968, 3.6730)
H (-7.6616, 2.6331, -3.7524)
C (-4.2435, 2.5154, 3.5180)
H (0.7656, 2.7923, 0.8103)
H (-4.6501, 3.3405, 2.8771)
C (-5.7049, 2.5988, -2.7802)
H (-0.5148, 0.6901, -3.3654)
H (-8.6869, 1.0352, -2.1031)
H (1.9972, 2.3875, 2.9292)
N (1.1089, 1.9851, 0.2897)
H (1.3833, -0.8887, 1.2370)
H (-0.7741, -2.7173, -0.6499)
H (-4.1674, 3.1127, 4.4958)
Si (-4.2440, -0.2559, -0.1322)
C (-6.7337, -2.8932, 1.6749)
H (-4.8931, 1.6460, 3.5036)
H (0.3725, 0.8699, 3.4177)
C (1.2174, 0.3747, 2.9199)
H (-2.9166, -1.1063, -0.4331)
H (1.7553, -1.7105, -0.5481)
C (-5.9633, -2.0206, 0.8941)
C (-0.4323, -1.7789, -1.0940)
C (-0.3137, 0.0513, -2.4980)
H (-7.2968, 0.0834, -0.3025)
H (-6.9275, -3.8928, 1.3108)
H (2.8866, 0.7821, 0.4791)
H (3.2426, 1.1722, 2.9118)
C (0.9405, -0.0838, -1.8558)
H (-5.7325, -2.3408, -0.1293)
C (-7.1038, -1.1456, 3.2739)
H (3.1766, 2.4763, 0.8484)
H (-2.1620, -1.2229, -2.4255)
H (1.3725, 2.4132, -0.6088)
C (-4.9062, 1.9814, -1.8028)
C (0.8784, -1.2155, -0.9866)
H (-7.6292, -0.8088, 4.1698)
C (-7.6196, 1.3029, -2.0111)
C (-7.2444, -2.4881, 2.9043)

***

Formula: C3H3O9Rb
Source: OMol25
Level of theory: wB97M-V/def2-TZVPD

The value obtained for the largest force on an atom is 18.3 eV Å⁻¹. The LUMO energy comes out at 4.203 eV. The calculation puts the energy above the lowest of the compared OMol25 structures with the same formula, charge and spin at 245.7 kcal/mol. As for the total charge: -2. The spin multiplicity is 1. Its HOMO energy is -0.61 eV.

Cartesian coordinates (Å):
Rb (16.6166, -19.4094, -15.4863)
H (13.5846, -17.7084, -13.4526)
H (15.6924, -22.0816, -15.5199)
C (17.9666, -20.1451, -12.8501)
C (15.1683, -18.0270, -13.9131)
O (17.8075, -18.7817, -12.6626)
O (14.2780, -22.4568, -14.7232)
O (17.3050, -20.6317, -13.7777)
O (13.5020, -20.5371, -15.4974)
C (14.4145, -21.3825, -15.3276)
O (18.7135, -20.7505, -12.0285)
O (14.3871, -17.4628, -12.9864)
H (17.0467, -18.5346, -13.1934)
O (16.3201, -18.2837, -13.6416)
O (15.5259, -21.2107, -15.8880)
O (14.5980, -18.3238, -14.9366)

***

Formula: C29H25BN9O5Sn
Source: OMol25
Level of theory: wB97M-V/def2-TZVPD

The value obtained for the largest force on an atom is 3.9 eV Å⁻¹. The LUMO energy comes out at -3.558 eV. The calculation puts the energy above the lowest of the compared OMol25 structures with the same formula, charge and spin at 53.7 kcal/mol. As for the total charge: +1. The spin multiplicity is 1. Its HOMO energy is -10.49 eV.

Cartesian coordinates (Å):
H (-1.1562, -3.0387, -1.8179)
C (-5.1711, -0.6898, -0.3690)
C (-1.7310, -0.4248, 3.1560)
H (-0.5139, -5.5897, -1.0140)
N (-0.1846, -2.4940, -0.0498)
N (1.8007, -0.5985, 0.5694)
C (3.9543, -0.3175, 1.0244)
H (3.5659, 5.6992, 1.4982)
C (0.9020, 0.1598, -6.0633)
C (-0.4353, -0.1072, -4.0717)
C (0.9046, 1.9234, 1.5073)
H (-5.0164, 2.6731, 0.0216)
C (-0.1007, -1.4668, 4.1908)
N (0.4225, -3.1630, 0.9431)
C (0.7700, 0.2207, -4.6914)
H (2.1901, 0.3663, 2.6650)
H (0.7954, -5.1963, 1.3483)
O (0.4692, 0.4637, -1.9702)
H (1.8474, 0.4005, -6.5272)
C (3.4381, -1.3338, 1.8099)
H (-2.2427, -0.8122, -6.8463)
C (3.4288, 4.6775, 1.8201)
C (-0.1853, -0.2270, -6.8344)
H (-2.6970, 3.2832, 0.6845)
N (-0.9582, -1.0007, 2.2385)
C (-5.6194, 0.6258, -0.3080)
C (4.2615, 2.7305, 2.9681)
C (-0.6306, -3.3764, -0.9414)
H (3.9186, -1.9573, 2.5421)
H (2.8136, 0.9021, -0.4780)
H (-0.0859, -0.3027, -7.9083)
C (-3.8234, -0.9398, -0.1576)
H (5.0141, 2.2164, 3.5490)
H (-1.6513, -0.4111, 5.3693)
C (-1.2338, -0.7040, 4.4244)
H (-3.3906, -0.9577, -4.9235)
O (0.7395, 0.7040, 1.7510)
C (4.4155, 4.0403, 2.5749)
C (-1.5427, -0.4729, -4.8505)
Sn (-0.4551, -0.2115, 0.0830)
H (0.6011, -1.8887, 4.8874)
H (4.9615, 0.0534, 1.0090)
C (0.3682, -4.4733, 0.6775)
O (-1.4338, -0.6183, -1.9473)
C (-3.3785, 1.2874, 0.1540)
H (-2.6029, 0.1323, 2.8601)
N (0.0409, -1.6276, 2.8709)
C (-4.7115, 1.6375, -0.0327)
H (1.5020, 4.4806, 0.9124)
N (2.1388, -1.4783, 1.5188)
N (-2.9736, 0.0413, 0.1014)
C (3.1221, 2.0108, 2.6011)
C (-2.3632, 2.2681, 0.4804)
N (-0.0970, 2.6033, 0.8987)
B (1.1053, -2.4436, 2.1154)
H (-6.6612, 0.8599, -0.4746)
C (-0.2985, -4.6606, -0.5212)
C (-0.4881, -0.0857, -2.5732)
O (3.0390, 0.7325, 2.9846)
C (2.1091, 2.6581, 1.8539)
O (-2.7232, -0.7519, -4.2596)
H (5.3107, 4.5789, 2.8534)
C (2.2856, 3.9975, 1.4784)
N (-1.1321, 1.9465, 0.5803)
H (1.6012, 0.5102, -4.0668)
C (-1.3934, -0.5270, -6.2363)
H (-3.4089, -1.9404, -0.1792)
C (2.8754, 0.1234, 0.2629)
H (-5.8483, -1.5044, -0.5764)
H (1.6266, -3.2150, 2.8508)

***

Formula: C5H8OS
Source: OMol25
Level of theory: wB97M-V/def2-TZVPD

The value obtained for the largest force on an atom is 5.0 eV Å⁻¹. The LUMO energy comes out at 0.794 eV. The calculation puts the energy above the lowest of the compared OMol25 structures with the same formula, charge and spin at 99.8 kcal/mol. As for the total charge: 0. The spin multiplicity is 1. Its HOMO energy is -8.64 eV.

Cartesian coordinates (Å):
H (2.2933, 0.6320, -1.0038)
H (-0.2361, -1.7318, -1.5547)
O (0.4400, 0.2576, -1.3514)
H (0.2724, -2.1635, 0.8204)
H (1.1719, 1.5716, 0.1162)
C (-1.8284, 0.9888, 0.4803)
H (-2.8027, 1.6757, -0.0941)
C (0.5400, -1.2642, 0.3889)
C (1.4736, 0.6078, -0.4101)
H (-0.7946, 1.1582, -0.2269)
C (1.5062, -0.4439, 0.6619)
C (-0.2982, -0.9005, -0.8134)
S (-2.0162, -0.6696, -0.3367)
H (-2.0047, 1.0121, 1.8981)
H (2.2835, -0.7306, 1.4253)

***

Formula: C17H33NO9S
Source: OMol25
Level of theory: wB97M-V/def2-TZVPD

The value obtained for the largest force on an atom is 3.9 eV Å⁻¹. Its structure (SMILES) is CCOCCO[C@]1(O)C[C@H](COC(C)=O)[C@](CCCCN)(COC)OS1(=O)=O. The LUMO energy comes out at 0.081 eV. As for the total charge: 0. The spin multiplicity is 1. Its HOMO energy is -8.33 eV.

Cartesian coordinates (Å):
H (0.5677, -2.5893, 0.5259)
H (2.6086, 3.8226, 1.8069)
C (3.2353, 1.6431, 2.7105)
H (-3.2791, -1.0850, 1.7987)
O (-5.7621, -0.5031, -1.4130)
H (3.4829, 3.8536, 0.3021)
H (0.2521, 0.0311, 1.4919)
H (2.1599, 1.8043, 2.8341)
H (4.1082, -0.2058, 3.5119)
H (3.9648, -0.1756, 1.7658)
O (2.7929, 0.4301, -1.7869)
H (3.7091, -2.2089, -0.9756)
H (-1.4068, 0.1945, -2.3249)
H (-1.3115, 0.7760, 1.2764)
H (2.3526, -3.6961, 0.1049)
C (-0.7293, 2.0084, -1.2906)
H (2.5159, -4.7750, -1.2468)
C (-1.3566, 0.5882, -1.3104)
O (1.0397, -0.2480, -3.1699)
H (-0.5941, -3.7795, 0.0663)
H (1.6124, 1.5613, 0.5710)
O (1.5732, 2.9081, -1.0789)
O (3.7441, 2.1784, 1.5080)
H (0.9960, -2.5650, -2.2088)
C (-2.8161, 0.8294, -0.9147)
H (-2.4492, -0.0137, 3.0040)
C (2.3103, -3.7324, -0.9813)
H (0.8041, 3.0938, 0.8050)
O (-1.2517, -1.2497, 1.8031)
C (-2.4494, -0.9841, 2.5031)
C (0.8778, -3.3730, -1.4907)
C (-1.0602, -1.8736, -0.7359)
H (-3.1857, 1.5416, -1.6638)
N (3.3747, -2.9338, -1.5928)
H (2.5438, -0.4541, 2.7508)
S (1.3925, 0.3464, -1.9330)
H (-2.0479, -2.0687, -0.3378)
H (3.0821, -2.5528, -2.4806)
C (-0.5891, -0.4374, -0.4378)
H (0.4722, -4.2279, -2.0297)
O (0.8635, -0.4428, -0.6600)
O (0.7337, 2.5324, -3.0860)
H (-5.2395, 1.7230, 0.3141)
C (-5.3536, 0.6600, 0.5399)
C (3.4719, 0.1167, 2.6887)
H (3.7293, 2.0421, 3.6010)
O (-3.6332, -0.3319, -1.0130)
H (-2.6018, -1.7647, 3.2448)
H (0.5125, 3.4732, -3.0464)
C (-0.7498, -0.1397, 1.0859)
C (-4.9447, -0.1114, -0.6911)
C (2.9281, 3.1964, 0.9655)
C (1.6644, 2.6208, 0.3167)
C (0.7486, 2.0710, -1.7857)
H (-1.1551, -1.9447, -1.8232)
H (-4.7228, 0.4845, 1.4076)
H (-2.9186, 1.3518, 0.0389)
C (-0.0148, -2.9398, -0.3206)
H (-0.9043, 2.4768, -0.3220)
H (-1.3168, 2.5719, -2.0118)
H (-6.3812, 0.4763, 0.8202)